{
  "formula": "C4H9NO2",
  "method": "the ωB97M-V functional and the def2-TZVPD basis",
  "multiplicity": 1,
  "fmax_ev_per_a": 0.5,
  "e_above_lowest_ev": 1.283,
  "total_charge": 0,
  "e_lumo_ev": 0.778,
  "species": ["C", "C", "C", "O", "N", "C", "O", "H", "H", "H", "H", "H", "H", "H", "H", "H"],
  "coordinates": [[-1.1750, 1.4564, -0.3025], [-0.2788, 0.4670, 0.4480], [-0.7303, -0.9886, 0.2008], [-0.4209, -1.8448, 1.2537], [1.1175, 0.5845, -0.0715], [1.8936, -0.5172, -0.3364], [2.0400, -1.4995, 0.3712], [-0.8292, 2.4931, -0.2159], [-2.2014, 1.4280, 0.0839], [-1.2198, 1.1948, -1.3660], [-0.3308, 0.6884, 1.5233], [-1.7989, -1.0879, 0.0049], [-0.2345, -1.2764, -0.7490], [0.5566, -1.9017, 1.2548], [1.2024, 1.2899, -0.7889], [2.4095, -0.4859, -1.3105]],
  "forces_ev_per_angstrom": [[0.0, 0.0, -0.1], [-0.2, -0.1, 0.0], [-0.1, 0.1, -0.4], [0.3, -0.2, 0.1], [-0.2, -0.2, -0.3], [0.3, 0.0, 0.2], [-0.2, 0.4, -0.2], [0.1, -0.2, 0.0], [0.3, -0.1, 0.0], [0.0, 0.0, 0.1], [0.2, -0.2, -0.2], [-0.1, 0.3, 0.2], [-0.3, -0.2, 0.3], [-0.3, -0.1, 0.1], [0.0, 0.0, 0.0], [0.3, 0.4, 0.2]]
}

***

{
  "formula": "C4H9NO2",
  "method": "the ωB97M-V functional and the def2-TZVPD basis",
  "multiplicity": 1,
  "fmax_ev_per_a": 2.8,
  "e_above_lowest_ev": 2.293,
  "total_charge": 0,
  "e_lumo_ev": 0.928,
  "species": ["C", "C", "C", "O", "C", "N", "O", "H", "H", "H", "H", "H", "H", "H", "H", "H"],
  "coordinates": [[1.5219, 0.7669, 1.7114], [0.5241, -0.0589, 0.9132], [-0.2989, 0.8237, 0.0046], [-1.2999, 0.1334, -0.7009], [-0.8881, -0.6388, -2.0048], [-1.5326, -1.7268, -1.6638], [-0.2882, -0.0629, -2.8546], [1.0007, 1.4992, 2.3411], [2.1194, 0.1272, 2.3686], [2.2231, 1.3166, 1.0680], [1.0617, -0.7979, 0.3075], [-0.1598, -0.6122, 1.5715], [-0.8534, 1.5702, 0.5810], [0.3523, 1.3445, -0.7087], [-1.6048, -2.5129, -2.2978], [-1.8774, -1.1712, -0.6362]],
  "forces_ev_per_angstrom": [[0.1, 0.1, 0.3], [0.0, -0.2, -0.1], [0.0, 0.6, 0.0], [0.3, 0.0, -1.0], [-0.5, 2.2, 1.2], [-0.3, 0.1, 1.0], [0.2, -0.8, 0.1], [0.1, -0.1, -0.1], [-0.1, 0.1, -0.1], [-0.2, -0.2, 0.1], [-0.1, 0.0, 0.0], [0.2, 0.1, 0.0], [0.3, 0.1, 0.1], [-0.1, 0.0, 0.0], [-0.3, 0.1, 0.4], [0.4, -2.1, -1.9]]
}

***

{
  "formula": "C4H9NO2",
  "method": "the ωB97M-V functional and the def2-TZVPD basis",
  "multiplicity": 1,
  "fmax_ev_per_a": 0.4,
  "e_above_lowest_ev": 0.489,
  "total_charge": 0,
  "e_lumo_ev": 0.721,
  "species": ["C", "C", "O", "C", "C", "N", "O", "H", "H", "H", "H", "H", "H", "H", "H", "H"],
  "coordinates": [[1.1533, -0.4448, 1.7705], [0.6783, -0.3972, 0.3258], [0.3268, -1.6883, -0.1690], [-0.5688, 0.4838, 0.1562], [-0.4922, 1.4686, -0.9990], [-0.0451, 0.9334, -2.1738], [-0.7884, 2.6443, -0.8848], [0.3669, -0.8267, 2.4296], [1.4324, 0.5613, 2.1020], [2.0383, -1.0848, 1.8735], [1.4946, 0.0090, -0.2908], [1.0650, -2.2862, 0.0067], [-1.4218, -0.1867, -0.0063], [-0.7754, 1.0713, 1.0535], [-0.0615, 1.5243, -2.9908], [0.0396, -0.0651, -2.2905]],
  "forces_ev_per_angstrom": [[0.0, 0.0, 0.1], [0.1, 0.3, 0.1], [0.2, -0.2, 0.0], [0.0, 0.1, 0.1], [-0.1, 0.1, 0.0], [-0.1, 0.0, 0.0], [0.1, -0.3, -0.1], [0.1, 0.0, -0.1], [-0.1, -0.2, 0.0], [-0.1, 0.1, 0.0], [-0.1, 0.0, 0.1], [-0.1, 0.1, -0.1], [0.1, 0.1, 0.0], [0.1, -0.1, -0.1], [0.0, -0.1, 0.1], [0.0, 0.1, 0.0]]
}

***

{
  "formula": "C4H9NO2",
  "method": "the ωB97M-V functional and the def2-TZVPD basis",
  "multiplicity": 1,
  "fmax_ev_per_a": 0.6,
  "e_above_lowest_ev": 4.726,
  "total_charge": 0,
  "e_lumo_ev": 0.815,
  "species": ["C", "N", "C", "C", "O", "H", "H", "H", "H", "H", "H", "H", "C", "O", "H", "H"],
  "coordinates": [[1.1250, 0.6994, 1.1091], [-0.0442, 1.1690, 0.3800], [-1.3891, 1.1169, 1.0052], [-1.0809, 0.6741, -0.3523], [-1.4533, 0.3305, -1.4424], [1.2204, 1.3378, 1.9934], [2.0406, 0.7947, 0.5205], [1.0095, -0.3401, 1.4395], [-1.8721, 2.0737, 1.1836], [-1.5109, 0.3435, 1.7660], [1.0750, 0.3884, -1.5568], [1.4358, -0.1714, -1.8819], [-0.1434, -2.1109, -1.0562], [-0.3577, -1.7600, 0.0802], [0.5659, -2.9298, -1.2700], [-0.6206, -1.6158, -1.9178]],
  "forces_ev_per_angstrom": [[0.1, -0.1, 0.1], [0.0, 0.0, 0.0], [-0.3, 0.1, 0.2], [-0.1, 0.1, -0.3], [0.3, 0.3, 0.5], [0.0, -0.1, -0.2], [-0.2, 0.0, 0.0], [0.0, 0.2, -0.1], [0.0, -0.1, 0.2], [-0.2, 0.1, -0.2], [0.1, 0.0, -0.2], [0.1, 0.1, -0.1], [0.0, 0.0, 0.3], [0.1, -0.4, -0.4], [0.0, 0.0, 0.0], [0.0, -0.1, 0.2]]
}

***

{
  "formula": "C4H9NO2",
  "method": "the ωB97M-V functional and the def2-TZVPD basis",
  "multiplicity": 1,
  "fmax_ev_per_a": 0.9,
  "e_above_lowest_ev": 6.719,
  "total_charge": 0,
  "e_lumo_ev": [0.442, 0.129],
  "species": ["C", "O", "C", "C", "N", "O", "C", "H", "H", "H", "H", "H", "H", "H", "H", "H"],
  "coordinates": [[2.0079, -0.8156, 0.4580], [1.2389, -0.0693, 1.1789], [0.0568, 0.4611, 0.9761], [-0.9129, 0.0391, -0.0082], [-2.0122, 0.6854, -0.2099], [-2.0658, 1.8577, 0.5436], [-0.7859, -1.2370, -0.8013], [2.9557, -1.0545, 0.9181], [1.6784, -1.2209, -0.4873], [1.9627, 1.1450, -0.8961], [1.3356, 1.5300, -0.7275], [-0.2150, 1.1596, 1.7528], [-2.9416, 2.2001, 0.3276], [-0.4466, -2.0689, -0.1741], [-0.0875, -1.1304, -1.6396], [-1.7685, -1.4812, -1.2111]],
  "forces_ev_per_angstrom": [[0.4, -0.6, -0.5], [0.0, 0.3, 0.7], [-0.8, 0.0, -0.3], [0.4, -0.1, 0.3], [0.0, -0.1, -0.1], [-0.2, 0.2, 0.0], [0.0, 0.0, -0.1], [-0.1, 0.0, -0.1], [0.1, 0.1, 0.1], [-0.1, 0.2, 0.0], [0.2, 0.0, -0.1], [0.1, -0.1, -0.1], [0.2, 0.0, 0.1], [-0.1, 0.1, -0.1], [-0.1, 0.0, 0.1], [0.1, 0.0, 0.1]]
}

***

{
  "formula": "C4H9NO2",
  "method": "the ωB97M-V functional and the def2-TZVPD basis",
  "multiplicity": 1,
  "fmax_ev_per_a": 4.1,
  "e_above_lowest_ev": 1.885,
  "total_charge": 0,
  "e_lumo_ev": 0.826,
  "species": ["C", "C", "O", "C", "C", "N", "O", "H", "H", "H", "H", "H", "H", "H", "H", "H"],
  "coordinates": [[-1.7005, -0.2700, 0.6475], [-0.8528, 0.7131, -0.0603], [-0.4272, 1.7755, 0.8631], [0.4144, 0.3558, -0.8249], [1.1412, -0.9313, -0.0701], [2.4008, -0.8848, -0.5273], [0.6140, -1.8911, 0.4642], [-2.6632, 0.2237, 0.7572], [-2.0492, -1.1890, 0.1368], [-1.4823, -0.5736, 1.6736], [-1.5027, 1.2005, -0.8341], [-1.1297, 1.9961, 1.5485], [0.1498, -0.0182, -1.8584], [1.1974, 1.0623, -1.0240], [2.8827, 0.0998, -0.4730], [3.0072, -1.6688, -0.4190]],
  "forces_ev_per_angstrom": [[-2.2, -1.5, 0.6], [0.6, 3.1, -1.0], [-1.2, -0.1, 0.9], [-0.6, -3.9, 1.1], [-1.9, 0.8, -2.1], [2.9, 2.8, 0.2], [0.4, 1.1, -0.3], [-0.3, 0.4, 0.2], [0.9, 0.4, -0.2], [0.9, 0.1, -0.3], [0.3, -0.2, 0.6], [1.1, -0.7, -1.5], [0.2, 0.0, 1.2], [-0.3, 1.0, 0.5], [-1.3, -2.9, -0.4], [0.4, -0.4, 0.5]]
}